Here is a 3-piece molecular cluster, C3H8O4 overall from the Open Molecules 2025 dataset. Energies are from ωB97M-V/def2-TZVPD.

XYZ file:
```
15
Properties=species:S:1:pos:R:3:mulliken_charge:R:1
O 0.56799 -2.38803 -0.07841 -0.58
C -0.31694 -1.99919 0.60658 0.74
C -1.20474 -0.95888 1.05978 -0.27
O -1.17493 -2.36335 1.50715 -0.36
H -0.89794 -0.24598 1.81394 0.23
H -2.07294 -0.71083 0.46767 0.22
O 0.90314 -0.32720 -2.04891 -0.35
O -0.51129 -0.19841 -2.10359 -0.32
H 1.00921 -1.13981 -1.50773 0.37
H -0.62085 0.52091 -2.73857 0.30
C 0.86695 1.95454 0.60703 -1.06
H 1.37172 1.03747 0.31481 0.23
H 1.44644 2.79242 0.27087 0.33
H 0.76677 2.01777 1.68279 0.31
H -0.13258 2.00856 0.14660 0.21
```

Its relative energy (zero: lowest compared OMol25 entry of this formula, charge and spin) is 115.7 kcal per mole. The value obtained for the HOMO energy is -0.3572 Ha. As for the SMILES: O=C1CO1.OO.C. Its lowest unoccupied orbital energy is 0.70 eV. The value obtained for the strongest force on any atom is 1.91 eV/A. As for the electronic energy: -419.9071 Eh.

Here is one molecule with the formula C15H15NO4S2 from the Open Molecules 2025 dataset. Energies are from ωB97M-V/def2-TZVPD.

XYZ file:
```
37
Properties=species:S:1:pos:R:3:mulliken_charge:R:1
O 3.80416 -1.28437 0.50937 -0.66
C 3.16567 -0.97106 -0.46879 0.76
C 2.96784 -1.92547 -1.66639 -0.67
O 1.65638 -2.48607 -1.67582 -0.39
C 0.64426 -1.73100 -2.07299 0.76
O 0.75620 -0.62449 -2.55322 -0.73
C -0.68581 -2.43492 -1.90752 -0.85
C -1.64446 -1.50399 -1.16240 -1.01
C -1.01344 -1.04902 0.13944 0.75
O 0.16082 -1.23816 0.37951 -0.62
C -1.87603 -0.35241 1.08015 0.31
C -1.53892 0.01506 2.36049 -0.64
C -2.56935 0.69781 3.02475 -0.64
C -3.67768 0.84974 2.24701 -0.32
S -3.49050 0.15439 0.69525 -0.12
N 2.60682 0.23516 -0.66585 -0.08
C 2.52198 1.23078 0.37529 -1.04
C 1.15299 1.82202 0.48723 0.41
C 0.17407 1.92786 -0.45068 -0.26
C -0.97122 2.61559 0.01714 -0.91
C -0.84470 3.03127 1.30016 -0.36
S 0.67331 2.57718 1.97232 -0.19
H 3.64485 -2.77360 -1.56028 0.32
H 3.15361 -1.39274 -2.60571 0.34
H -0.52461 -3.35647 -1.34996 0.34
H -1.08711 -2.66818 -2.89486 0.33
H -2.59974 -1.99441 -0.97171 0.64
H -1.83409 -0.61075 -1.76412 0.40
H -0.57916 -0.21321 2.78713 0.61
H -2.49355 1.06483 4.03215 0.44
H -4.60165 1.33299 2.49772 0.47
H 2.03505 0.37284 -1.48941 0.30
H 2.81381 0.74905 1.31393 0.50
H 3.24586 2.03567 0.17170 0.31
H 0.24388 1.52847 -1.44667 0.58
H -1.84414 2.79428 -0.58574 0.44
H -1.54542 3.57535 1.90136 0.50
```

Its relative energy (zero: lowest compared OMol25 entry of this formula, charge and spin) is 2.0 kcal per mole. The value obtained for the HOMO energy is -0.3197 Ha. As for the SMILES: O=C(COC(=O)CCC(=O)c1cccs1)NCc1cccs1. Its lowest unoccupied orbital energy is -0.05 eV. The value obtained for the strongest force on any atom is 0.84 eV/A. As for the electronic energy: -1732.7135 Eh.

Here is a 5-piece molecular cluster, C40H77BIN5O2S overall from the Open Molecules 2025 dataset. Energies are from ωB97M-V/def2-TZVPD.

XYZ file:
```
127
Properties=species:S:1:pos:R:3:mulliken_charge:R:1
C -3.48906 1.04173 0.28501 -0.42
O -4.37684 0.31739 -0.68418 -0.42
B -3.42914 -0.51926 -1.45241 0.76
O -2.87283 0.05375 -2.72892 -0.51
C -2.89639 -2.01920 -1.03003 0.04
C -2.76889 -3.12059 -2.28149 -0.57
C -2.21175 -4.61719 -1.89665 -0.46
C -1.80040 -5.04311 -0.35913 0.05
C -1.93119 -3.97826 0.92522 0.02
C -2.47910 -2.47416 0.51974 0.05
N -1.55124 -4.45016 2.30627 0.40
C -1.85091 -3.45304 3.39564 -0.62
C -2.02139 -4.16831 4.89859 -0.32
C -2.26804 -2.92804 5.99128 -1.02
I -3.83198 -5.40887 4.96413 0.08
C -0.15698 -5.02679 2.38207 0.35
C 1.03654 -4.54135 3.42128 -0.23
C 2.52478 -5.29884 3.43165 -0.50
C 2.92638 -6.54413 2.41916 -0.25
C 1.73896 -7.01206 1.35337 -0.43
C 0.27840 -6.26768 1.34754 0.11
S -1.09940 -6.75744 0.11548 -0.21
H -3.36735 2.18553 -0.02532 0.10
H -2.41483 0.55963 0.28152 0.21
H -3.99803 0.98017 1.35623 0.20
H -1.92283 0.30426 -2.45986 0.29
H -3.04346 -2.76253 -3.36655 0.28
H -2.07153 -5.41942 -2.76512 0.25
H -2.60652 -1.67442 1.37659 0.15
H -1.01843 -2.60353 3.43767 0.37
H -2.87623 -2.85984 3.24668 -0.10
H -1.05093 -4.71153 5.26018 0.48
H -3.21655 -2.29510 5.72402 0.30
H -2.46444 -3.45758 7.02046 0.36
H -1.33824 -2.22194 6.09986 0.30
H 0.82210 -3.66229 4.16621 0.23
H 3.35304 -4.94485 4.18748 0.26
H 3.99981 -7.06530 2.42132 0.19
H 1.93713 -7.88349 0.56631 0.25
C 8.91804 -6.80742 0.61431 -1.39
C 8.57885 -5.54469 1.40287 -0.35
N 7.40998 -5.68216 2.27563 0.19
C 6.93760 -4.40182 2.81512 -0.24
C 7.86735 -3.64722 3.76012 -1.06
C 7.44212 -6.78549 3.23736 -0.63
C 8.59590 -6.82052 4.23592 -1.12
H 8.06293 -7.14340 0.01902 0.32
H 9.74540 -6.60281 -0.07343 0.43
H 9.23500 -7.62479 1.26683 0.29
H 8.37828 -4.75673 0.66615 0.43
H 9.46748 -5.23011 1.96308 0.27
H 5.97314 -4.55245 3.31576 -0.11
H 6.70915 -3.74212 1.96831 0.45
H 7.88903 -4.10310 4.75207 0.23
H 7.50552 -2.62215 3.89013 0.42
H 8.88999 -3.58417 3.37914 0.28
H 7.45060 -7.72927 2.67733 0.44
H 6.49581 -6.81570 3.79217 0.23
H 9.56039 -6.59423 3.77429 0.25
H 8.67113 -7.82111 4.67210 0.39
H 8.43196 -6.12640 5.06277 0.30
C -1.52198 6.82455 -2.08737 -1.54
C -0.33198 6.04767 -2.64569 -0.15
N -0.17816 4.70452 -2.08074 0.14
C 1.10541 4.07872 -2.41882 -0.64
C 1.37293 3.76402 -3.88724 -0.98
C -1.34192 3.82140 -2.17578 -0.60
C -1.89318 3.52443 -3.56771 -0.99
H -1.46957 6.89773 -0.99633 0.35
H -1.52178 7.84228 -2.49186 0.40
H -2.47537 6.36733 -2.36365 0.31
H 0.56556 6.63375 -2.41159 0.35
H -0.41112 6.02023 -3.73904 0.29
H 1.22601 3.15857 -1.83377 0.35
H 1.90700 4.73888 -2.06366 0.37
H 0.81245 2.88778 -4.21939 0.28
H 2.43405 3.53286 -4.02572 0.39
H 1.13559 4.60404 -4.54523 0.21
H -2.15238 4.25536 -1.57641 0.27
H -1.12218 2.87037 -1.67429 0.31
H -1.94827 4.41525 -4.19855 0.30
H -2.90782 3.12435 -3.48097 0.36
H -1.29745 2.76746 -4.08197 0.23
C 3.20175 7.27370 -5.29204 -1.34
C 3.30423 8.77411 -5.55588 -0.38
N 2.03175 9.48996 -5.43248 0.13
C 2.08920 10.86369 -5.94534 -0.67
C 3.00150 11.84995 -5.22293 -0.95
C 1.31610 9.33132 -4.16522 -0.36
C 2.04179 9.74110 -2.88654 -1.12
H 2.46159 6.80634 -5.94947 0.31
H 4.16899 6.79750 -5.48450 0.49
H 2.93620 7.05774 -4.25416 0.22
H 3.67592 8.88962 -6.58173 0.45
H 4.07161 9.19604 -4.89591 0.25
H 1.07535 11.28141 -5.97898 0.35
H 2.40459 10.81925 -6.99560 0.42
H 2.56866 12.17880 -4.27595 0.22
H 3.13475 12.74540 -5.83855 0.40
H 3.99549 11.43740 -5.03133 0.27
H 1.02334 8.27834 -4.06546 -0.02
H 0.36021 9.86804 -4.21450 0.31
H 3.08114 9.40374 -2.86471 0.23
H 1.53792 9.29760 -2.02253 0.44
H 2.02184 10.82344 -2.74330 0.36
C -8.78941 -0.60644 2.79946 -1.50
C -7.59942 -1.38332 2.24115 -0.12
N -7.44559 -2.72647 2.80609 0.12
C -6.16202 -3.35227 2.46802 -0.32
C -5.89450 -3.66697 0.99959 -0.70
C -8.60935 -3.60960 2.71106 -0.70
C -9.16061 -3.90656 1.31912 -0.97
H -8.73701 -0.53327 3.89050 0.33
H -8.78921 0.41129 2.39497 0.43
H -9.74281 -1.06366 2.52318 0.31
H -6.70187 -0.79725 2.47525 0.25
H -7.67855 -1.41076 1.14779 0.26
H -6.04143 -4.27242 3.05307 -0.03
H -5.36043 -2.69212 2.82317 0.28
H -6.45498 -4.54321 0.66744 0.22
H -4.83338 -3.89814 0.86112 0.26
H -6.13185 -2.82695 0.34160 0.20
H -9.41981 -3.17563 3.31043 0.40
H -8.38961 -4.56062 3.21255 0.33
H -9.21571 -3.01574 0.68828 0.24
H -10.17526 -4.30664 1.40586 0.38
H -8.56488 -4.66354 0.80487 0.28
```

The value obtained for the HOMO energy is -0.2896 Ha. As for the SMILES: COB(O)c1ccc2c(c1)N(C[C@@H](C)I)c1ccccc1S2.CCN(CC)CC.CCN(CC)CC.CCN(CC)CC.CCN(CC)CC. Its lowest unoccupied orbital energy is -0.60 eV. The value obtained for the strongest force on any atom is 5.20 eV/A. As for the electronic energy: -2714.6411 Eh.

Here is one molecule with the formula C5H9NO from the Open Molecules 2025 dataset. Energies are from ωB97M-V/def2-TZVPD.

XYZ file:
```
16
Properties=species:S:1:pos:R:3:mulliken_charge:R:1
C 2.27482 -0.37693 0.19294 -1.43
C 1.03563 0.43851 -0.13019 0.34
C -0.07148 -0.14618 -1.05248 -0.66
N -1.00059 0.01599 0.06394 0.16
C -2.43558 -0.05294 0.17212 -0.87
C -0.06885 0.49501 0.93919 0.27
O -0.14524 0.83202 2.09759 -0.66
H 2.02499 -1.41471 0.44066 0.36
H 2.77969 0.06409 1.05880 0.33
H 2.97714 -0.38116 -0.64741 0.36
H 1.31428 1.45457 -0.42990 0.30
H -0.32557 0.45162 -1.93743 0.29
H 0.08187 -1.19128 -1.34984 0.29
H -2.81117 0.84980 0.66512 0.30
H -2.86753 -0.11354 -0.83103 0.35
H -2.76241 -0.92485 0.74791 0.26
```

Its relative energy (zero: lowest compared OMol25 entry of this formula, charge and spin) is 22.2 kcal per mole. The value obtained for the HOMO energy is -0.3424 Ha. As for the SMILES: C[C@H]1CN(C)C1=O. Its lowest unoccupied orbital energy is 0.89 eV. The value obtained for the strongest force on any atom is 0.35 eV/A. As for the electronic energy: -325.9022 Eh.

Here is one molecule with the formula C25H38N4O5S from the Open Molecules 2025 dataset. Energies are from ωB97M-V/def2-TZVPD.

XYZ file:
```
73
Properties=species:S:1:pos:R:3:mulliken_charge:R:1
C 1.07227 5.65042 -0.16398 -1.10
C 0.58932 4.87992 -1.38653 -0.65
C 1.50287 3.72887 -1.83235 0.28
C 2.84496 4.22622 -2.36292 -1.64
C 1.71035 2.68644 -0.70382 -0.82
N 2.73789 3.09383 0.22447 -0.17
S 2.48322 2.60958 1.79787 1.33
O 3.58628 3.10355 2.56406 -0.78
O 1.15240 3.03264 2.14363 -0.70
C 2.51375 0.82318 1.77367 0.07
C 1.33115 0.12630 1.92150 -0.23
C 1.34425 -1.25520 1.85113 -0.18
C 2.53525 -1.93975 1.62190 0.55
C 2.52621 -3.43318 1.53438 -1.53
C 3.71529 -1.21493 1.48646 -0.77
C 3.70918 0.16646 1.56388 -0.62
C 2.10991 1.34103 -1.31840 -0.14
O 3.28374 1.00330 -1.31069 -0.67
N 1.15717 0.58845 -1.90275 0.36
C -0.26847 0.80674 -1.87792 -0.86
C -0.95696 -0.29735 -1.07007 0.13
C -0.63363 -1.67474 -1.66265 0.21
C -1.22975 -2.76722 -0.77644 -0.14
O -0.55732 -3.31006 0.08361 -0.68
N -2.52176 -3.11385 -0.97358 0.15
C -3.49292 -2.49245 -1.84345 -0.92
C -4.59997 -1.83209 -1.01404 -0.56
C -5.26080 -2.87440 -0.10664 0.14
C -6.39214 -2.25375 0.70989 0.03
N -6.01078 -1.32836 1.61859 -0.31
O -7.55186 -2.54964 0.53907 -0.64
C -4.19298 -3.54340 0.76280 -0.50
C -3.10934 -4.14186 -0.13271 -1.08
C 0.88753 -1.83732 -1.72294 0.07
C 1.51966 -0.68569 -2.49617 -1.47
H 2.04832 6.09163 -0.34056 0.26
H 0.37166 6.45236 0.05947 0.44
H 1.14043 5.00029 0.70293 0.18
H 0.48351 5.56808 -2.22982 0.46
H -0.40310 4.47258 -1.17246 0.32
H 0.99154 3.21254 -2.65555 0.36
H 2.68671 4.89288 -3.20774 0.41
H 3.38593 4.76104 -1.58930 0.35
H 3.45303 3.38663 -2.69196 0.40
H 0.79988 2.59838 -0.10594 1.22
H 3.65694 2.81163 -0.09490 0.51
H 0.42515 0.68479 2.10365 0.59
H 0.42936 -1.82041 1.95220 0.42
H 3.36813 -3.79537 0.94993 0.38
H 2.59726 -3.86193 2.53406 0.42
H 1.59678 -3.77702 1.08611 0.20
H 4.64430 -1.73706 1.31202 0.41
H 4.61636 0.74041 1.46446 0.42
H -0.63662 0.78555 -2.91254 0.18
H -0.50527 1.77950 -1.45326 0.46
H -0.59219 -0.26393 -0.04215 -0.21
H -2.03273 -0.11522 -1.06439 0.19
H -1.03327 -1.74806 -2.67866 0.59
H -3.93617 -3.27156 -2.47595 0.46
H -3.02582 -1.75385 -2.49097 0.39
H -4.16866 -1.03096 -0.40956 0.26
H -5.34223 -1.39379 -1.68240 0.36
H -5.72951 -3.63789 -0.73652 0.31
H -5.04959 -1.11114 1.80685 0.17
H -6.71883 -0.90584 2.19566 0.25
H -3.72751 -2.81719 1.43221 0.28
H -4.64038 -4.33051 1.37031 0.35
H -3.53990 -4.91693 -0.77552 0.40
H -2.30827 -4.57663 0.46644 0.44
H 1.28361 -1.85277 -0.70801 -0.49
H 1.14198 -2.78428 -2.20020 0.63
H 1.17938 -0.69290 -3.53872 0.43
H 2.60716 -0.76146 -2.47377 0.63
```

Its relative energy (zero: lowest compared OMol25 entry of this formula, charge and spin) is 26.1 kcal per mole. The value obtained for the HOMO energy is -0.3395 Ha. As for the SMILES: CC[C@@H](C)[C@H](NS(=O)(=O)c1ccc(C)cc1)C(=O)N1CCC(C(=O)N2CCC(C(N)=O)CC2)CC1. Its lowest unoccupied orbital energy is 0.24 eV. The value obtained for the strongest force on any atom is 0.88 eV/A. As for the electronic energy: -1968.9351 Eh.

Question: The highest electronic energy belongs to which entry?
Answer: C5H9NO

Question: strongest force on any atom of number 1 (C3H8O4)?
Answer: 1.91 eV/A

Question: Which value of HOMO does entry 4 give?
Answer: -0.3424 Ha

Question: strongest force on any atom of number 3 (C40H77BIN5O2S)?
Answer: 5.20 eV/A